Below is an isolated ion of composition C6H15N2 and charge +1 in a non-equilibrium geometry, with properties calculated with ωB97M-V/def2-TZVPD.

- Highest occupied orbital energy: -13.33 eV
- ΔE to the lowest compared entry with this formula, charge and spin: 82.1 kcal per mole
- Kohn-Sham gap: 9.88 eV
- Energy: -9436.41356 eV

```
! RIJCOSX wB97M-V def2-TZVPD def2/J DEFGRID3
* xyz 1 1
H -0.643 -2.633 0.096
N -0.987 -1.692 0.211
C -0.598 -0.517 0.177
C -1.606 0.619 0.188
C -3.095 0.270 -0.211
C 1.048 -0.031 0.003
C 1.386 0.273 -1.430
C 1.379 1.107 0.976
N 1.852 -1.188 0.491
H -1.226 1.246 -0.637
H -1.549 1.208 1.068
H -3.389 0.970 -1.014
H -3.379 -0.859 -0.484
H -3.575 0.576 0.748
H 2.456 0.387 -1.629
H 0.853 1.227 -1.863
H 1.102 -0.534 -2.209
H 0.354 1.610 1.287
H 1.946 1.822 0.500
H 1.948 0.757 1.931
H 2.423 -0.819 1.225
H 2.128 -1.875 -0.258
H 1.171 -1.924 0.832
*
```